No. 1
{"formula": "C7H15NO", "method": "ωB97M-V with the def2-TZVPD basis set", "symbols": ["H", "N", "C", "C", "C", "C", "C", "C", "C", "O", "H", "H", "H", "H", "H", "H", "H", "H", "H", "H", "H", "H", "H", "H"], "xyz": [[-2.099, -0.408, -1.913], [-2.401, -1.197, -1.341], [-1.760, -1.359, -0.278], [-0.554, -0.453, 0.611], [-1.341, 0.505, 1.490], [0.440, 0.093, -0.339], [-0.012, 1.249, -1.217], [1.153, -0.985, -1.142], [1.626, 0.796, 0.782], [2.555, -0.123, 1.285], [-2.100, -2.221, 0.310], [-0.099, -1.242, 1.218], [-0.710, 0.957, 2.253], [-1.802, 1.300, 0.908], [-2.146, -0.026, 1.999], [-0.726, 0.935, -1.974], [0.848, 1.649, -1.755], [-0.449, 2.059, -0.637], [1.990, -0.546, -1.683], [0.486, -1.477, -1.847], [1.547, -1.756, -0.482], [2.202, 1.512, 0.195], [1.227, 1.404, 1.602], [2.123, -0.665, 1.955]], "nbo_charge": [0.329, -0.624, 0.158, -0.254, -0.618, -0.040, -0.621, -0.622, -0.059, -0.713, 0.146, 0.201, 0.208, 0.212, 0.220, 0.200, 0.217, 0.213, 0.216, 0.217, 0.218, 0.169, 0.161, 0.463], "gap_ev": 9.489, "multiplicity": 1, "fmax_ev_per_a": 4.457, "total_charge": 0, "homo_energy_ev": -8.79, "lumo_energy_ev": 0.700}

***

No. 2
{"formula": "C7H15NO2", "method": "ωB97M-V with the def2-TZVPD basis set", "symbols": ["O", "C", "C", "O", "C", "N", "C", "C", "C", "C", "H", "H", "H", "H", "H", "H", "H", "H", "H", "H", "H", "H", "H", "H", "H"], "xyz": [[0.996, 2.047, 3.038], [1.078, 1.560, 1.716], [0.904, 0.037, 1.688], [-0.262, -0.322, 2.395], [0.858, -0.502, 0.250], [0.014, 0.310, -0.608], [-1.407, 0.028, -0.451], [-1.743, -1.142, -1.404], [-0.598, -1.136, -2.429], [0.241, 0.094, -2.027], [1.748, 1.714, 3.541], [2.025, 1.842, 1.241], [0.256, 2.024, 1.170], [1.771, -0.431, 2.194], [-0.432, 0.387, 3.033], [1.875, -0.469, -0.147], [0.536, -1.552, 0.301], [-1.637, -0.196, 0.587], [-1.955, 0.925, -0.753], [-2.713, -0.994, -1.874], [-1.775, -2.084, -0.858], [-0.957, -1.055, -3.453], [0.002, -2.043, -2.350], [1.302, -0.022, -2.246], [-0.126, 0.981, -2.552]], "nbo_charge": [-0.725, -0.093, 0.072, -0.731, -0.234, -0.450, -0.244, -0.434, -0.433, -0.217, 0.466, 0.167, 0.203, 0.146, 0.485, 0.201, 0.182, 0.235, 0.187, 0.211, 0.206, 0.211, 0.201, 0.199, 0.189], "gap_ev": 9.329, "multiplicity": 1, "fmax_ev_per_a": 0.602, "total_charge": 0, "homo_energy_ev": -8.52, "lumo_energy_ev": 0.811}

***

No. 3
{"formula": "C7H15NO2S", "method": "ωB97M-V with the def2-TZVPD basis set", "symbols": ["C", "C", "C", "C", "C", "C", "C", "N", "O", "O", "S", "H", "H", "H", "H", "H", "H", "H", "H", "H", "H", "H", "H", "H", "H", "H"], "xyz": [[0.563, -1.612, 0.220], [2.142, -0.136, -1.475], [-1.029, -0.411, -1.624], [-1.494, 1.668, 0.607], [-1.768, -0.413, 1.730], [1.314, 0.755, -0.594], [-0.276, -0.318, -0.266], [-0.834, 0.381, 0.959], [0.933, -1.557, 1.431], [0.869, -2.445, -0.557], [2.127, 1.165, 0.918], [2.743, 0.470, -2.104], [2.752, -0.827, -0.877], [1.608, -0.801, -2.118], [-0.200, -0.257, -2.334], [-1.666, -1.294, -1.630], [-1.799, 0.349, -1.739], [-2.499, 1.692, 0.671], [-1.218, 2.410, 1.339], [-0.984, 2.087, -0.267], [-2.854, -0.489, 1.343], [-1.274, -1.359, 2.092], [-1.814, 0.079, 2.693], [0.960, 1.530, -1.231], [0.625, -0.730, 1.944], [3.073, 0.062, 0.868]], "nbo_charge": [0.777, -0.643, -0.681, -0.423, -0.442, -0.353, 0.100, -0.505, -0.692, -0.602, 0.005, 0.214, 0.214, 0.234, 0.233, 0.236, 0.220, 0.191, 0.202, 0.208, 0.181, 0.214, 0.202, 0.218, 0.538, 0.151], "gap_ev": 9.315, "multiplicity": 1, "fmax_ev_per_a": 5.624, "total_charge": 0, "homo_energy_ev": -8.69, "lumo_energy_ev": 0.623}

***

No. 4
{"formula": "C7H15NO3", "method": "ωB97M-V with the def2-TZVPD basis set", "symbols": ["C", "N", "C", "C", "C", "C", "C", "O", "O", "C", "O", "H", "H", "H", "H", "H", "H", "H", "H", "H", "H", "H", "H", "H", "H", "H"], "xyz": [[-0.655, -2.691, 1.439], [0.562, -1.875, 1.434], [0.620, -0.827, 0.417], [0.475, 0.547, 1.067], [0.674, 1.780, 0.157], [1.090, 1.549, -1.301], [0.005, 0.957, -2.208], [0.514, -0.232, -2.815], [-0.773, 0.657, 1.818], [-1.928, 0.835, 1.169], [-2.322, 0.183, 0.242], [-1.406, -2.258, 0.775], [-1.094, -2.737, 2.439], [-0.459, -3.716, 1.111], [1.359, -2.479, 1.302], [-0.136, -0.975, -0.356], [1.599, -0.850, -0.069], [1.219, 0.569, 1.863], [-0.239, 2.383, 0.158], [1.433, 2.412, 0.623], [1.977, 0.916, -1.373], [1.389, 2.522, -1.697], [-0.897, 0.729, -1.632], [-0.263, 1.676, -2.990], [-0.225, -0.730, -3.178], [-2.516, 1.657, 1.605]], "nbo_charge": [-0.418, -0.637, -0.256, 0.097, -0.425, -0.428, -0.079, -0.731, -0.531, 0.660, -0.585, 0.201, 0.190, 0.181, 0.360, 0.204, 0.202, 0.204, 0.206, 0.218, 0.222, 0.212, 0.182, 0.163, 0.471, 0.116], "gap_ev": 9.642, "multiplicity": 1, "fmax_ev_per_a": 0.710, "total_charge": 0, "homo_energy_ev": -8.73, "lumo_energy_ev": 0.916}

***

No. 5
{"formula": "C7H15NO3", "method": "ωB97M-V with the def2-TZVPD basis set", "symbols": ["C", "N", "C", "C", "C", "C", "C", "C", "H", "H", "H", "H", "H", "H", "H", "H", "H", "O", "H", "H", "O", "H", "H", "O", "H", "H"], "xyz": [[-0.202, 0.365, 2.687], [-0.722, 0.241, 1.338], [-0.104, -0.655, 0.461], [0.028, -2.027, 0.748], [0.731, -2.816, -0.141], [0.920, -2.448, -1.470], [0.693, -1.117, -1.785], [0.235, -0.216, -0.818], [-0.320, 1.373, 3.073], [0.853, 0.096, 2.754], [-0.772, -0.286, 3.350], [-0.964, 1.089, 0.846], [-0.254, -2.364, 1.734], [0.993, -3.819, 0.152], [1.228, -3.096, -2.269], [0.959, -0.711, -2.753], [0.088, 0.821, -1.114], [2.778, 1.421, -1.983], [2.047, 0.923, -1.581], [3.507, 1.258, -1.375], [-0.868, 3.079, 0.999], [-1.636, 3.641, 1.162], [-0.564, 3.423, 0.143], [-3.084, 0.875, -1.260], [-2.878, 0.755, -2.195], [-2.691, 0.196, -0.704]], "nbo_charge": [-0.411, -0.638, 0.185, -0.264, -0.176, -0.258, -0.195, -0.325, 0.216, 0.185, 0.185, 0.409, 0.218, 0.210, 0.219, 0.217, 0.210, -0.946, 0.475, 0.468, -0.943, 0.479, 0.478, -0.960, 0.477, 0.485], "gap_ev": 8.565, "multiplicity": 1, "fmax_ev_per_a": 1.856, "total_charge": 0, "homo_energy_ev": -8.05, "lumo_energy_ev": 0.518}

***

No. 6
{"formula": "C7H15NO3P", "method": "ωB97M-V with the def2-TZVPD basis set", "symbols": ["C", "C", "C", "C", "C", "C", "C", "N", "O", "O", "O", "P", "H", "H", "H", "H", "H", "H", "H", "H", "H", "H", "H", "H", "H", "H", "H"], "xyz": [[1.336, -0.998, -1.189], [0.535, -0.641, -0.196], [1.178, -2.465, -1.690], [0.421, 2.054, -1.549], [0.666, -0.174, 2.486], [-0.574, 1.480, -0.562], [0.143, 0.805, 1.542], [0.075, 0.496, 0.255], [-3.389, 1.600, 0.347], [-4.972, -0.298, 0.902], [-3.290, -0.629, -0.966], [-3.505, 0.107, 0.322], [2.222, -0.371, -1.628], [1.934, -3.158, -1.191], [1.279, -2.345, -2.734], [0.155, -2.815, -1.319], [1.176, 2.658, -1.058], [0.935, 1.215, -1.978], [-0.036, 2.734, -2.232], [0.279, -0.310, 3.504], [0.610, -1.252, 1.997], [1.778, -0.068, 2.586], [-1.373, 1.030, -1.087], [-1.121, 1.984, 0.168], [-0.384, 1.730, 1.855], [-2.834, -0.472, 1.417], [-5.361, -0.090, 0.021]], "nbo_charge": [-0.380, 0.272, -0.632, -0.619, -0.689, -0.237, -0.003, -0.485, -1.195, -1.001, -1.183, 2.159, 0.189, 0.192, 0.204, 0.232, 0.185, 0.216, 0.206, 0.223, 0.234, 0.193, 0.238, 0.248, 0.196, -0.227, 0.463], "gap_ev": [5.575, 7.718], "multiplicity": 3, "fmax_ev_per_a": 4.781, "total_charge": -1, "homo_energy_ev": [-1.99, -5.10], "lumo_energy_ev": [3.589, 2.616], "s_squared": 2.0073}

***

No. 7
{"formula": "C7H15O2P", "method": "ωB97M-V with the def2-TZVPD basis set", "symbols": ["C", "C", "C", "C", "C", "C", "C", "O", "O", "P", "H", "H", "H", "H", "H", "H", "H", "H", "H", "H", "H", "H", "H", "H", "H"], "xyz": [[1.106, -0.615, 1.212], [0.807, 1.375, -0.120], [0.139, 0.075, 0.220], [-1.102, -1.801, -0.883], [-2.087, 1.277, 0.162], [-0.028, -0.695, -1.074], [-1.136, 0.457, 1.046], [2.214, -1.275, 0.522], [3.304, -0.303, 0.545], [3.254, 1.012, -0.402], [1.510, -0.005, 1.950], [0.691, -1.499, 1.703], [0.404, 1.739, -1.009], [1.086, 2.051, 0.663], [-1.200, -2.362, -1.901], [-2.154, -1.342, -0.858], [-0.875, -2.353, 0.035], [-2.115, 2.357, 0.384], [-3.241, 0.921, 0.183], [-1.794, 1.281, -0.882], [-0.337, 0.038, -1.849], [0.868, -1.235, -1.379], [-1.483, -0.497, 1.482], [-0.931, 0.965, 1.929], [3.101, 0.434, -1.681]], "nbo_charge": [-0.080, -0.460, -0.131, -0.620, -0.625, -0.414, -0.415, -0.261, -0.572, 0.748, 0.199, 0.193, 0.189, 0.203, 0.218, 0.205, 0.209, 0.219, 0.217, 0.205, 0.200, 0.242, 0.211, 0.213, -0.095], "gap_ev": 8.876, "multiplicity": 1, "fmax_ev_per_a": 3.976, "total_charge": 0, "homo_energy_ev": -8.52, "lumo_energy_ev": 0.359}

***

No. 8
{"formula": "C7H15O3P", "method": "ωB97M-V with the def2-TZVPD basis set", "symbols": ["C", "C", "C", "C", "C", "C", "O", "P", "C", "O", "O", "H", "H", "H", "H", "H", "H", "H", "H", "H", "H", "H", "H", "H", "H", "H"], "xyz": [[-1.182, 1.389, 1.387], [-0.885, 0.945, 0.152], [-1.917, 1.140, -0.985], [0.434, 0.431, -0.269], [1.316, 1.675, -0.450], [0.667, -0.323, -1.544], [1.022, -0.334, 0.767], [-0.017, -1.462, 1.398], [0.853, -3.083, 1.217], [-1.335, -1.526, 0.766], [-0.063, -0.952, 2.924], [-0.501, 1.443, 2.186], [-2.012, 2.104, 1.404], [-2.037, 0.093, -1.286], [-1.454, 1.755, -1.760], [-2.948, 1.676, -0.744], [0.798, 2.141, -1.351], [2.342, 1.379, -0.700], [1.401, 2.149, 0.452], [1.654, -0.834, -1.503], [0.632, 0.222, -2.580], [-0.082, -1.179, -1.746], [0.375, -3.414, 0.299], [1.913, -2.917, 1.075], [0.324, -3.640, 2.010], [-0.258, -1.497, 3.691]], "nbo_charge": [-0.441, 0.059, -0.650, 0.168, -0.580, -0.654, -0.798, 2.347, -1.014, -1.099, -1.007, 0.203, 0.200, 0.235, 0.203, 0.224, 0.213, 0.207, 0.216, 0.229, 0.226, 0.225, 0.260, 0.259, 0.246, 0.521], "gap_ev": 9.108, "multiplicity": 1, "fmax_ev_per_a": 4.478, "total_charge": 0, "homo_energy_ev": -8.53, "lumo_energy_ev": 0.574}

***

No. 9
{"formula": "C7H16BGaNO6SV", "method": "ωB97M-V with the def2-TZVPD basis set", "symbols": ["C", "N", "C", "C", "O", "C", "Ga", "S", "C", "C", "O", "C", "B", "O", "O", "H", "H", "H", "H", "H", "H", "H", "H", "H", "H", "H", "H", "H", "H", "H", "H", "O", "V", "O"], "xyz": [[2.456, 0.566, 1.454], [3.033, -0.115, 0.286], [4.046, -1.072, 0.736], [2.030, -0.788, -0.486], [1.839, -1.981, -0.346], [1.287, 0.021, -1.489], [-0.571, 0.582, -0.914], [-1.586, 1.396, -2.857], [-0.545, 2.226, 0.320], [-1.465, 2.129, 1.485], [-2.546, 1.590, 1.489], [-1.776, -0.894, -0.254], [-1.177, -1.645, 0.962], [-0.702, -2.930, 0.760], [-1.127, -1.097, 2.236], [3.233, 0.638, 2.209], [2.176, 1.586, 1.216], [1.622, 0.005, 1.885], [3.722, -1.641, 1.610], [4.941, -0.518, 1.014], [4.313, -1.757, -0.059], [1.224, -0.539, -2.418], [1.856, 0.930, -1.679], [-2.844, 1.306, -2.479], [-0.798, 3.114, -0.259], [0.482, 2.353, 0.648], [-1.117, 2.644, 2.405], [-1.919, -1.611, -1.061], [-2.736, -0.443, -0.010], [0.077, -3.076, 1.302], [-1.178, -1.808, 2.878], [-5.229, -0.190, -2.089], [-5.087, 0.437, -3.570], [-5.934, 0.582, -4.926]], "lowdin_charge": [-0.059, -0.167, -0.095, -0.529, 0.072, -0.138, 0.291, 0.506, -0.177, -0.344, 0.027, -0.112, -0.784, 0.127, 0.132, 0.084, 0.064, 0.097, 0.085, 0.083, 0.085, 0.071, 0.063, -0.349, 0.058, 0.023, 0.120, 0.052, 0.036, 0.090, 0.098, -0.311, 1.145, -0.344], "gap_ev": 3.444, "multiplicity": 1, "fmax_ev_per_a": 3.888, "total_charge": 0, "homo_energy_ev": -8.55, "lumo_energy_ev": -5.111}

***

No. 10
{"formula": "C7H16BNO", "method": "ωB97M-V with the def2-TZVPD basis set", "symbols": ["B", "C", "C", "C", "C", "N", "C", "C", "C", "O", "H", "H", "H", "H", "H", "H", "H", "H", "H", "H", "H", "H", "H", "H", "H", "H"], "xyz": [[0.145, 2.204, -1.338], [-1.182, 2.304, -0.520], [-1.033, 1.865, 0.957], [-0.963, 0.337, 1.119], [0.481, -0.200, 1.146], [0.667, -1.520, 0.524], [2.000, -2.048, 0.873], [0.540, -1.449, -0.914], [-0.760, -1.936, -1.503], [1.468, -1.103, -1.612], [0.221, 1.641, -2.385], [1.122, 2.765, -0.937], [-1.462, 3.371, -0.520], [-2.008, 1.757, -0.988], [-1.862, 2.268, 1.547], [-0.116, 2.311, 1.368], [-1.514, -0.143, 0.312], [-1.466, 0.044, 2.047], [1.170, 0.531, 0.687], [0.795, -0.310, 2.191], [2.761, -1.256, 0.886], [1.936, -2.494, 1.869], [2.302, -2.806, 0.151], [-0.571, -2.307, -2.514], [-1.471, -1.107, -1.563], [-1.199, -2.719, -0.883]], "nbo_charge": [0.488, -0.800, -0.375, -0.418, -0.213, -0.519, -0.409, 0.722, -0.723, -0.552, -0.085, -0.097, 0.255, 0.212, 0.208, 0.201, 0.200, 0.214, 0.176, 0.207, 0.186, 0.199, 0.212, 0.241, 0.237, 0.236], "gap_ev": 9.713, "multiplicity": 1, "fmax_ev_per_a": 0.499, "total_charge": 0, "homo_energy_ev": -9.16, "lumo_energy_ev": 0.550}

***

Number 8 is which compound? C7H15O3P